(w)
{"formula": "C64H167N13O19", "method": "ωB97M-V/def2-TZVPD", "molar_mass_g_mol": 1423.1, "homo_energy_ev": -8.02, "spin_multiplicity": 1, "e_lumo_ev": 0.59, "species": ["C", "C", "H", "H", "C", "H", "H", "H", "H", "C", "C", "H", "H", "H", "H", "C", "C", "C", "H", "H", "H", "H", "H", "C", "C", "H", "H", "O", "H", "H", "H", "H", "H", "H", "H", "H", "O", "H", "H", "H", "O", "C", "H", "C", "C", "N", "H", "H", "H", "H", "H", "H", "C", "O", "H", "C", "H", "N", "H", "H", "C", "H", "H", "H", "C", "H", "H", "N", "H", "C", "H", "H", "H", "O", "H", "H", "H", "C", "H", "H", "H", "C", "H", "H", "H", "H", "H", "O", "H", "H", "H", "O", "H", "H", "H", "O", "C", "C", "H", "H", "O", "H", "H", "C", "H", "H", "H", "H", "C", "H", "C", "C", "H", "H", "H", "H", "C", "C", "C", "H", "H", "C", "C", "H", "H", "H", "C", "H", "H", "H", "H", "H", "H", "H", "C", "H", "H", "H", "H", "C", "H", "H", "H", "C", "H", "O", "C", "H", "C", "H", "N", "N", "C", "H", "C", "H", "C", "C", "H", "C", "N", "H", "C", "H", "O", "H", "C", "H", "C", "H", "H", "H", "N", "H", "C", "C", "H", "C", "C", "C", "N", "H", "H", "H", "O", "H", "C", "H", "H", "C", "C", "N", "H", "O", "H", "H", "H", "H", "C", "H", "H", "H", "H", "C", "H", "H", "C", "H", "H", "H", "N", "H", "O", "C", "C", "C", "C", "H", "H", "H", "H", "O", "O", "H", "H", "N", "H", "H", "H", "H", "H", "H", "O", "O", "H", "O", "H", "H", "H", "H", "H", "H", "H", "H", "H", "N", "H", "H", "H", "H", "H", "C", "C", "H", "C", "H", "H", "H", "H", "H", "C", "H", "N"], "coordinates": [[-0.46, -12.99, 26.88], [4.67, -15.56, 25.95], [7.41, -9.79, 31.26], [1.34, -15.74, 26.88], [0.22, -10.80, 27.60], [8.73, -14.71, 22.77], [5.52, -6.98, 24.57], [8.95, -12.09, 22.51], [6.55, -20.74, 20.79], [7.63, -19.49, 26.47], [2.53, -22.50, 28.28], [7.01, -19.39, 25.53], [12.56, -16.94, 26.51], [4.71, -17.84, 22.56], [11.95, -17.84, 20.26], [7.07, -11.91, 20.58], [3.49, -14.67, 30.55], [-0.79, -18.69, 22.64], [9.73, -21.71, 22.91], [1.13, -14.08, 31.47], [12.10, -14.89, 19.70], [7.51, -13.69, 28.52], [10.86, -10.52, 25.73], [4.27, -17.82, 25.48], [0.34, -16.35, 25.16], [-1.11, -19.55, 23.26], [4.62, -12.75, 22.29], [6.99, -9.36, 18.63], [11.52, -13.35, 27.69], [4.74, -10.31, 30.07], [5.37, -9.67, 20.46], [3.65, -20.98, 20.99], [4.76, -22.15, 22.72], [7.17, -14.18, 31.12], [9.05, -17.29, 20.95], [3.13, -9.32, 29.67], [4.79, -10.71, 22.36], [-1.60, -18.60, 21.90], [2.01, -22.56, 29.24], [7.05, -14.48, 25.14], [4.17, -16.49, 25.00], [12.48, -17.16, 25.49], [4.44, -19.58, 21.36], [10.40, -20.88, 23.32], [6.79, -9.95, 32.19], [8.19, -14.28, 28.04], [3.93, -17.92, 26.50], [0.93, -21.41, 27.58], [5.71, -13.57, 32.01], [10.84, -18.93, 21.67], [14.00, -16.79, 20.62], [8.90, -16.39, 26.06], [9.80, -14.68, 22.96], [5.82, -19.74, 28.27], [7.14, -22.01, 21.88], [11.69, -16.93, 19.70], [4.41, -8.71, 30.65], [6.58, -8.90, 26.27], [0.01, -8.07, 27.04], [8.06, -5.37, 23.38], [6.63, -7.15, 24.44], [7.31, -17.61, 27.13], [7.66, -20.62, 28.30], [5.90, -22.42, 20.57], [7.59, -5.01, 24.35], [4.51, -8.57, 26.01], [6.32, -19.67, 23.25], [2.45, -20.09, 28.02], [12.77, -18.24, 25.39], [6.17, -8.27, 18.38], [-0.61, -16.10, 25.71], [6.73, -4.51, 23.93], [8.65, -13.37, 20.41], [-0.71, -17.53, 23.39], [8.48, -20.16, 26.19], [13.09, -16.60, 24.84], [8.54, -17.57, 24.88], [8.86, -17.80, 21.93], [9.35, -19.78, 21.27], [6.54, -21.25, 27.09], [1.43, -12.99, 28.57], [3.96, -9.56, 22.46], [3.76, -14.86, 31.64], [3.67, -13.21, 26.53], [9.13, -12.45, 25.95], [6.47, -12.29, 21.52], [7.53, -11.28, 23.09], [8.63, -8.80, 22.35], [8.09, -11.75, 27.11], [10.83, -14.27, 26.45], [3.72, -25.01, 28.40], [6.76, -14.08, 19.81], [6.38, -13.15, 24.12], [2.25, -16.66, 25.92], [0.19, -8.53, 28.82], [2.85, -13.41, 30.52], [5.21, -9.33, 26.32], [6.35, -22.71, 24.49], [5.37, -13.04, 26.69], [5.30, -15.49, 29.96], [10.40, -15.13, 21.72], [9.65, -7.35, 23.30], [3.06, -11.86, 22.43], [4.09, -11.91, 22.72], [6.40, -11.38, 19.91], [6.68, -9.34, 24.35], [2.77, -15.52, 30.36], [0.21, -18.89, 22.12], [11.75, -15.34, 21.77], [9.25, -17.10, 22.63], [9.47, -7.73, 22.26], [7.25, -15.31, 19.37], [5.92, -9.37, 32.16], [5.33, -8.57, 17.80], [3.15, -18.04, 21.08], [4.18, -14.29, 24.40], [0.83, -15.40, 24.07], [7.81, -9.77, 17.53], [4.69, -14.69, 29.67], [6.46, -19.46, 30.26], [7.26, -9.63, 33.11], [4.82, -9.84, 27.68], [10.36, -17.85, 26.09], [5.58, -10.59, 28.02], [7.00, -16.14, 21.84], [3.39, -19.88, 27.64], [4.89, -14.21, 25.21], [5.52, -22.66, 25.13], [9.41, -9.81, 23.90], [6.87, -6.98, 23.28], [10.61, -18.97, 26.00], [10.68, -21.14, 24.35], [2.17, -24.83, 29.36], [6.29, -14.70, 23.60], [0.67, -8.44, 27.81], [-0.17, -13.97, 26.53], [9.62, -12.98, 28.91], [6.09, -23.35, 23.66], [10.07, -15.42, 23.74], [10.16, -10.19, 26.53], [1.55, -7.85, 28.02], [4.18, -7.43, 21.97], [6.88, -11.55, 30.31], [6.33, -13.40, 31.11], [10.54, -9.29, 26.98], [6.85, -21.44, 24.11], [8.90, -17.45, 25.92], [2.54, -12.05, 27.89], [9.42, -13.41, 27.94], [3.62, -18.45, 24.81], [7.42, -18.10, 22.14], [1.30, -16.56, 26.31], [1.90, -13.35, 31.57], [1.05, -18.19, 24.22], [7.04, -8.49, 24.94], [8.40, -15.10, 28.64], [6.27, -14.16, 24.50], [8.40, -11.13, 22.45], [5.04, -20.50, 24.26], [0.13, -17.68, 24.52], [1.81, -12.77, 27.66], [1.77, -15.75, 23.68], [7.07, -12.08, 31.20], [12.08, -16.13, 22.37], [4.80, -8.89, 28.67], [1.74, -19.30, 27.74], [12.27, -15.69, 20.39], [1.02, -11.87, 25.90], [2.57, -24.83, 28.36], [7.73, -15.15, 18.35], [7.77, -9.02, 16.75], [3.60, -22.36, 28.46], [13.74, -15.79, 20.62], [3.32, -21.70, 25.75], [5.18, -17.12, 21.98], [9.30, -10.00, 22.84], [5.12, -10.17, 25.64], [6.31, -18.95, 29.32], [6.29, -21.69, 21.30], [2.27, -21.52, 25.91], [5.49, -13.46, 29.96], [10.62, -16.76, 19.63], [-0.70, -10.41, 27.21], [3.34, -16.45, 20.26], [6.50, -11.36, 32.22], [1.56, -22.25, 25.46], [9.06, -12.20, 26.99], [5.26, -18.21, 25.40], [5.47, -15.94, 26.53], [6.91, -20.35, 27.56], [0.70, -12.09, 26.94], [8.06, -18.18, 26.82], [5.56, -18.13, 29.53], [10.06, -11.25, 27.42], [7.96, -15.85, 20.08], [7.05, -18.59, 21.34], [0.02, -10.92, 28.65], [3.83, -10.32, 27.65], [7.73, -13.08, 19.86], [8.11, -12.75, 18.84], [9.22, -9.99, 26.12], [10.22, -13.76, 23.33], [5.00, -12.59, 29.87], [10.72, -14.03, 27.51], [12.22, -17.05, 18.80], [4.63, -16.17, 22.20], [2.01, -21.35, 27.44], [2.02, -25.65, 27.94], [12.20, -14.45, 22.19], [-0.25, -18.39, 25.23], [4.09, -20.41, 21.69], [0.13, -15.22, 23.21], [5.10, -17.41, 20.64], [9.71, -19.09, 22.04], [5.71, -7.70, 19.76], [4.70, -8.39, 21.85], [4.22, -9.37, 29.80], [8.20, -12.13, 31.30], [4.07, -12.00, 23.83], [-0.89, -13.25, 27.90], [6.80, -7.52, 17.95], [11.14, -17.16, 25.16], [2.22, -23.69, 27.62], [10.37, -8.05, 21.69], [7.07, -23.23, 25.06], [8.02, -11.00, 21.05], [7.47, -10.75, 17.20], [8.95, -6.99, 21.69], [10.29, -10.07, 22.45], [14.21, -15.42, 19.79], [8.12, -8.58, 24.91], [3.53, -9.39, 23.46], [7.34, -6.16, 25.15], [1.19, -9.75, 27.46], [6.46, -16.07, 19.20], [9.69, -19.70, 23.26], [4.47, -14.64, 28.55], [7.21, -18.42, 29.04], [-1.33, -12.59, 26.27], [1.00, -14.45, 24.48], [2.37, -13.44, 32.57], [6.63, -7.46, 20.34], [10.56, -17.52, 27.12], [3.14, -9.75, 21.75], [5.16, -6.69, 19.60], [4.58, -13.11, 26.03], [11.32, -20.70, 22.75], [6.57, -16.73, 23.44], [7.82, -10.03, 20.88], [3.82, -15.61, 26.69], [5.70, -8.29, 22.38], [6.58, -16.90, 22.38], [3.70, -17.46, 20.28], [10.86, -15.07, 27.98], [5.17, -21.19, 22.26], [1.40, -12.36, 31.50], [6.70, -8.12, 26.94], [1.89, -20.50, 25.54], [3.63, -17.86, 19.29], [8.35, -4.38, 24.84], [5.82, -20.57, 23.51], [8.84, -9.81, 17.89], [4.98, -8.73, 20.48]], "mulliken_charge": [-1.634, -0.053, 0.306, 0.467, -1.214, -0.230, 0.179, -0.909, 0.204, 1.347, -0.771, -1.038, 0.381, 0.553, 0.153, 0.892, -1.145, -0.613, 0.124, 0.384, 0.386, -0.883, 0.294, -0.811, 0.281, 0.295, -0.110, -0.116, 0.587, -0.178, 0.312, 0.280, 0.542, 0.191, -0.549, 0.033, 0.080, 0.281, 0.440, 0.055, 0.245, -1.232, 0.144, -1.043, -0.667, 0.308, 1.150, 0.484, 0.518, -0.216, 0.258, -0.392, -0.856, -0.185, 0.266, -1.179, 0.332, 0.143, 0.291, 0.159, -0.039, 0.187, 0.422, 0.399, -0.662, 0.326, -0.470, -0.559, 0.331, -0.952, 0.623, 0.320, -0.050, -0.378, 0.103, 0.284, -1.022, 1.404, 0.359, 0.323, 0.051, -1.097, 0.418, -0.662, -0.015, -1.788, -1.116, 0.200, 0.311, 0.049, 0.229, -0.272, -0.010, -0.336, 0.399, 0.021, -0.074, -0.922, -0.688, 1.021, 0.443, 0.232, 0.568, -0.412, 0.553, -0.883, 0.480, 0.141, -0.701, -1.244, -0.911, -0.582, 0.220, 0.275, 0.211, -0.145, -0.604, -0.900, -0.517, 0.320, 0.299, 1.146, -1.521, -0.484, -0.416, 0.075, -0.015, 0.136, 0.116, 0.180, 0.171, 0.280, 0.324, -1.036, -0.993, 0.182, 0.055, 0.317, 0.220, 0.030, 0.255, 0.546, -0.108, -0.904, 0.285, 0.203, 1.654, -0.451, 0.602, -0.117, 0.965, -0.604, -0.999, 0.059, 0.673, 0.369, 0.973, 2.434, -0.196, -0.653, 0.310, -0.070, 0.093, -0.215, -0.576, 0.350, 0.283, 0.068, -0.765, 0.340, 0.483, 0.237, -0.667, -0.393, -0.392, -1.050, -0.349, -0.791, -1.342, -0.137, 0.969, 0.129, 0.544, 0.330, -0.457, 0.544, 0.017, -0.192, -0.103, -1.125, 1.010, 0.204, 0.087, -0.475, 0.209, 0.381, 0.292, -0.299, 0.032, 0.148, -0.434, 0.530, -0.355, -1.416, 0.530, 0.364, 0.027, 0.289, 0.486, 0.506, -0.381, 0.449, -0.621, -0.727, -0.028, -0.242, -0.028, 0.449, -0.123, 0.338, 0.667, 0.311, -0.290, 0.268, 0.278, 0.062, 0.201, 0.231, 0.809, 0.301, -0.316, 0.405, -0.426, -0.067, 0.060, 0.537, -0.774, 0.414, 0.422, -0.066, 0.322, -0.144, 0.530, 0.530, 0.340, 2.061, 0.367, 0.032, 0.263, -0.030, -0.416, 0.191, -0.818, 0.306, 0.108, 0.204, 0.345, -0.108, 0.328, 0.334, 0.507, 0.222, -0.355]}

(x)
{"formula": "C64H167N13O19", "method": "ωB97M-V/def2-TZVPD", "molar_mass_g_mol": 1423.1, "homo_energy_ev": -8.48, "spin_multiplicity": 1, "e_lumo_ev": 0.47, "species": ["H", "H", "C", "C", "H", "C", "H", "H", "H", "H", "O", "H", "H", "N", "H", "H", "C", "C", "H", "C", "C", "H", "C", "H", "C", "H", "H", "O", "C", "H", "H", "H", "H", "H", "H", "H", "H", "H", "N", "O", "O", "H", "C", "H", "H", "H", "C", "H", "C", "O", "C", "H", "C", "H", "O", "H", "H", "H", "O", "H", "C", "H", "C", "C", "C", "H", "C", "H", "H", "C", "H", "H", "H", "H", "C", "H", "N", "H", "H", "C", "C", "O", "C", "H", "C", "C", "H", "C", "H", "H", "H", "H", "N", "C", "H", "C", "C", "H", "N", "H", "H", "H", "C", "H", "C", "H", "H", "H", "C", "H", "O", "C", "H", "C", "N", "H", "H", "H", "O", "H", "H", "O", "H", "H", "H", "H", "H", "H", "H", "H", "C", "O", "H", "C", "H", "H", "C", "C", "O", "H", "H", "H", "C", "H", "N", "C", "H", "N", "H", "O", "H", "H", "H", "H", "N", "H", "O", "H", "C", "H", "H", "H", "C", "H", "C", "H", "C", "H", "H", "H", "H", "O", "C", "H", "H", "H", "H", "C", "H", "H", "H", "H", "H", "O", "C", "C", "C", "H", "H", "H", "C", "C", "H", "C", "H", "H", "H", "H", "H", "H", "C", "H", "H", "H", "H", "C", "H", "H", "C", "H", "H", "N", "H", "H", "H", "H", "H", "H", "H", "O", "H", "H", "H", "H", "H", "H", "H", "C", "H", "H", "H", "C", "H", "H", "H", "N", "H", "H", "O", "C", "H", "H", "H", "H", "C", "H", "H", "H", "N", "H", "C", "H", "H", "C", "H", "H", "H", "C", "H", "N", "H", "H", "H"], "coordinates": [[1.47, -2.62, 3.86], [-4.26, 1.07, 2.57], [-1.01, 9.06, -1.58], [1.65, -1.52, 0.08], [-6.56, 4.51, -0.90], [7.15, -3.37, -2.35], [2.63, -2.43, 9.43], [3.97, -1.66, 7.31], [-3.10, -0.60, -4.96], [3.80, -4.79, -0.10], [0.11, 0.67, 3.93], [5.53, -6.92, 3.25], [-2.89, 5.66, -2.66], [-3.42, -1.04, 0.94], [4.41, -7.10, 5.09], [5.51, -3.06, 2.08], [4.26, 2.50, 0.30], [0.74, 4.61, -1.57], [-1.08, 7.40, -2.90], [1.74, -6.20, 1.06], [1.67, -2.51, 9.88], [1.04, -0.17, -4.47], [5.84, -2.24, 1.42], [1.63, 1.71, -2.93], [0.76, -3.37, 8.97], [0.95, -1.55, 2.26], [7.18, -4.20, -1.68], [-5.90, 1.65, 1.57], [-5.79, -2.23, -6.25], [-4.49, 3.73, -6.54], [1.12, 7.14, -2.87], [-2.90, -1.08, 1.80], [-2.10, -2.43, -3.70], [2.51, -0.73, 1.85], [-5.38, -0.82, 1.88], [0.74, 5.69, -7.37], [6.87, -1.22, -0.66], [0.75, -2.20, -3.83], [-7.33, 3.86, -1.05], [5.13, 1.60, -0.37], [1.76, 4.58, -0.60], [0.04, 9.19, -1.53], [0.53, -2.50, 7.72], [0.46, -8.53, 0.63], [3.45, -3.35, 5.57], [5.51, -5.41, 2.31], [-0.92, -3.83, 2.50], [-5.18, -2.89, -8.15], [5.99, -2.46, -2.21], [-8.24, 1.02, -3.13], [1.79, -2.31, -3.45], [-1.09, 7.93, 0.84], [-4.69, -0.37, 1.10], [-5.45, 1.81, -1.29], [-0.85, 0.44, -1.98], [6.46, -0.97, 4.81], [1.84, -8.53, -0.40], [3.23, -7.67, 1.32], [-5.21, -4.45, -6.80], [2.59, -1.64, -0.39], [-3.47, 6.33, -1.97], [-0.15, -3.17, 2.06], [-5.73, 2.29, -2.22], [-0.29, 2.52, -7.00], [-1.30, 0.69, 3.82], [8.07, -2.85, -2.11], [-4.57, -1.52, -3.50], [5.05, -3.05, -2.16], [2.33, 4.24, -3.08], [3.32, -5.35, 6.13], [0.32, 2.67, 3.46], [3.31, -2.28, 3.98], [-0.10, 0.62, 7.57], [-10.30, 0.64, -3.25], [4.47, -5.98, 5.30], [0.23, 2.00, -7.82], [-2.90, 7.63, -2.07], [2.56, 0.49, 5.67], [-6.68, -5.75, -7.39], [-1.42, 7.69, -1.92], [-0.18, 0.03, 0.27], [-4.05, -2.81, -3.22], [2.42, 1.28, -3.63], [6.68, -5.66, 3.75], [-2.34, 4.64, 1.15], [-4.15, -0.90, -4.89], [-1.30, 2.33, -2.75], [2.08, -0.08, -4.15], [1.92, -8.54, 3.35], [-1.27, 5.93, -6.79], [-3.26, 3.78, -5.20], [4.39, 2.45, 1.34], [1.33, -4.69, 8.72], [-3.75, -2.46, 0.72], [-3.80, -2.63, -5.83], [4.87, -2.21, 7.46], [1.86, -1.61, 1.64], [-1.67, -2.76, 0.32], [0.39, 4.71, -4.00], [2.40, -2.77, -4.27], [1.03, -2.40, -0.23], [-1.19, 9.64, 1.62], [2.12, 1.67, 3.88], [5.13, -0.81, -3.22], [5.69, -5.81, 3.29], [5.49, -4.22, 6.92], [0.36, 3.69, -4.11], [-5.38, 3.65, 1.48], [2.54, -2.88, 3.50], [-6.82, -3.41, -7.65], [-2.70, 4.34, -7.07], [-1.00, 0.85, -0.64], [4.56, 3.00, -3.42], [3.28, -5.55, -0.68], [2.76, 2.94, 4.07], [2.19, -0.40, 4.09], [1.91, -2.91, -2.57], [-9.22, 2.38, -1.86], [2.24, -1.00, -3.09], [-2.36, -3.80, -2.71], [0.30, 3.60, -1.59], [5.93, -2.84, 0.14], [2.02, -5.43, 1.80], [-4.08, 6.36, 0.09], [-0.22, -3.48, 9.44], [-1.28, 4.66, -5.58], [1.09, -0.07, -1.32], [-1.41, 9.73, -2.31], [-8.10, 1.36, -1.03], [0.47, 2.29, 5.16], [1.27, 4.25, 0.69], [-1.48, 9.58, -0.38], [-4.46, -2.85, 1.45], [2.71, 0.46, 4.57], [-1.77, 0.89, 4.79], [-4.67, 0.09, -4.97], [-9.33, 0.12, -3.18], [-3.47, 5.69, -0.54], [-2.22, 5.57, 0.09], [-3.97, 4.66, -0.54], [-0.78, -4.83, 2.08], [4.46, 3.53, -0.08], [-2.51, -3.30, 0.82], [6.39, -1.61, -4.08], [6.01, -1.33, -3.15], [-7.16, 2.93, -2.16], [3.26, -5.82, 7.09], [3.69, 1.11, -2.92], [-0.15, -2.99, 7.01], [4.61, -5.27, 4.08], [-1.50, 4.83, 1.78], [-6.28, -1.38, -6.68], [-4.13, -2.54, -0.35], [1.81, -9.65, 0.92], [1.06, -0.24, -0.30], [4.36, -4.10, 8.26], [5.92, -1.61, 6.73], [3.76, 2.93, 3.79], [-0.35, -0.35, 7.24], [-6.98, 3.32, 2.08], [-6.40, -2.57, -5.42], [7.27, -3.80, -3.36], [-8.27, 1.87, -2.01], [1.53, 4.38, -7.95], [-3.69, 4.25, -6.12], [-2.54, -2.14, -1.97], [5.98, -1.81, -0.81], [5.13, -2.10, 8.53], [-5.69, 1.57, -3.02], [6.01, 3.13, -1.45], [-5.63, 3.03, 3.13], [1.95, -5.89, -0.32], [1.91, 6.39, -2.82], [-9.34, -0.38, -2.19], [-4.01, 5.25, -5.87], [-3.43, 8.27, -1.43], [-2.71, 1.18, -2.61], [-1.66, 1.29, -2.81], [2.59, 6.70, -3.60], [3.78, 3.00, -1.89], [3.89, -6.43, -0.82], [-2.40, 3.63, 0.76], [1.23, -1.58, 10.18], [-0.13, -1.36, 8.20], [-1.41, 4.82, -6.67], [5.56, 2.19, -1.62], [-5.79, -3.29, -7.33], [3.41, 0.65, -2.03], [3.81, 0.36, 4.30], [5.15, -1.16, -0.65], [-0.42, 4.00, -7.43], [-5.96, 2.94, 2.07], [-5.65, -1.70, -3.45], [0.65, 1.95, 4.15], [2.77, -3.95, 3.65], [-1.71, 1.43, 3.17], [2.41, 1.91, -4.56], [-7.43, 3.40, -3.12], [-3.24, 4.79, 1.69], [5.41, -5.89, 5.90], [-5.61, -5.55, -7.52], [-2.56, -4.30, 0.37], [2.38, -5.46, 5.60], [4.97, -1.53, 1.40], [-5.02, 3.14, -2.34], [-0.91, 8.98, 0.74], [0.61, 5.12, -4.90], [0.48, 4.95, 0.89], [-4.61, 1.13, 1.56], [-1.37, 2.30, -6.92], [-2.05, 0.87, -0.33], [0.86, 4.68, -7.27], [0.26, 2.37, -6.04], [6.10, -2.54, 4.96], [-9.23, -0.61, -4.01], [1.50, -2.32, 7.22], [-5.21, -0.44, 0.17], [6.70, -1.65, 1.67], [-0.77, 1.96, -0.68], [2.54, -2.78, 2.04], [0.75, -5.25, 8.10], [2.15, -4.48, 8.16], [-4.33, -0.83, -2.71], [-7.41, 3.40, -0.11], [-3.90, 1.61, 0.90], [-5.10, -6.49, -7.17], [2.86, -0.29, -5.00], [4.37, 2.34, -2.54], [-1.77, -0.19, 3.41], [-1.39, -0.31, 6.94], [-0.68, -3.78, 3.56], [1.47, 4.94, -2.91], [1.92, -3.05, 10.80], [3.24, 2.29, 0.13], [6.27, 1.41, -2.00], [-4.39, -1.81, -6.01], [0.81, -7.34, 3.06], [0.18, 9.00, 0.54], [-2.27, -3.39, 2.24], [1.52, -8.68, 0.61], [2.33, 6.60, -1.83], [-0.08, 5.34, -1.46], [2.07, 4.38, 1.39], [-0.82, -0.90, 0.42], [5.75, -1.61, 5.35], [0.64, -6.21, 1.06], [-1.05, 7.02, -1.13], [-0.75, 4.06, -8.47], [1.84, -7.59, 2.95], [2.80, 3.14, 5.08], [-2.70, -2.75, -2.88], [3.23, -5.11, -1.67], [0.94, 3.21, 0.73], [2.12, -7.59, 1.46], [-5.48, -5.34, -8.67], [-1.36, 0.94, -3.83], [4.72, -1.50, 5.03], [4.59, -3.68, 7.28], [-0.08, 0.49, 1.29], [3.43, -3.93, 6.43], [2.12, 1.44, 2.83], [-4.56, 6.28, -2.39], [0.26, -0.46, 6.37]], "mulliken_charge": [-0.056, 0.980, -0.950, -1.116, 0.255, -1.621, 0.092, 0.282, 0.274, 0.458, 0.544, 0.324, -0.051, 0.786, 0.428, -0.564, -0.799, 1.160, 0.134, -0.049, -1.222, 0.288, 0.201, -0.840, 0.013, 0.353, 0.310, -0.443, -0.428, 0.337, 0.175, -0.393, 0.441, -0.251, 0.387, 0.202, 0.312, 0.110, -0.727, -0.393, -0.551, 0.505, 0.186, 0.362, -0.851, 0.175, -0.741, 0.347, 1.315, -0.210, -0.579, 0.063, -1.416, -0.223, 0.058, 0.446, 0.340, 0.191, -0.223, 0.524, -0.543, 0.364, 0.179, -1.108, -1.483, 0.381, 0.289, -0.367, -0.161, -1.115, 0.050, -0.323, 0.389, 0.319, -0.874, 0.434, -0.248, 0.484, 0.310, 0.611, 1.351, -0.494, 0.741, 0.249, -1.213, -1.198, -0.426, -1.363, 0.280, 0.401, -0.027, 0.240, -0.741, -1.114, 0.333, -0.834, -0.416, -0.588, 0.260, 0.268, -0.070, 0.220, 1.800, 0.161, -1.027, 0.103, -0.413, 0.198, 0.482, 0.465, -0.432, 1.215, 0.599, -1.154, -0.547, -0.357, -0.037, 0.462, 0.602, 0.283, -0.460, -0.255, -0.016, 0.140, 0.466, -0.033, -0.534, 0.433, 0.295, 0.543, -0.403, -0.394, 0.435, -1.034, 0.406, 0.296, -0.798, 0.292, -0.004, -0.284, 0.483, 0.376, 0.315, 0.237, -0.524, 0.284, 0.717, 0.095, 0.360, 0.601, 0.366, 0.377, 0.465, 0.449, 1.324, 0.590, -0.549, 0.341, -0.394, 0.410, 0.250, 0.441, -1.020, 0.247, -0.398, -0.196, -0.265, 0.359, 0.194, 0.480, 0.324, -0.468, -1.487, 0.348, 0.358, 0.372, -0.026, 0.088, 0.534, -0.118, 0.544, 0.192, 0.396, -0.411, -0.318, -1.024, -0.770, -0.092, 0.368, -0.233, 0.296, -0.800, 0.172, -1.383, -0.221, 0.480, 0.747, 0.295, 0.637, 0.403, -0.733, 0.721, 0.183, -0.113, -0.082, -0.466, 0.205, 0.343, -0.293, 0.243, 0.135, -0.525, -0.020, 0.199, 0.191, -0.097, 0.548, 0.562, -1.592, 0.738, 0.370, -0.021, 0.155, 0.232, -0.035, 0.214, 0.394, 0.097, 0.196, 0.277, 0.233, 0.427, 0.369, 0.294, 0.292, -0.186, 0.236, 0.335, -0.496, -1.619, 0.265, -0.556, 0.391, -0.649, 0.026, -0.193, -0.464, 0.401, -0.429, 0.312, -0.318, 0.319, -0.198, 0.645, 0.256, 0.014, -0.576, -0.369, -0.789, 1.428, -0.780, 0.269, -0.135]}

The winner here is (x), beating the second structure by 1.356 eV.